{"formula": "C7H13N2OReS4Sb", "method": "the ωB97M-V functional and the def2-TZVPD basis", "spin_multiplicity": 1, "fmax_ha_per_bohr": 0.00419, "total_charge": 3, "homo_lumo_gap_ev": 6.4, "e_tot_ev": -64480.162, "e_homo_ha": -0.6110, "species": ["Re", "Sb", "S", "S", "S", "S", "O", "N", "N", "C", "C", "C", "C", "C", "C", "C", "H", "H", "H", "H", "H", "H", "H", "H", "H", "H", "H", "H", "H"], "xyz": [[0.77, -0.47, -4.01], [2.69, 2.14, -6.96], [3.34, 2.00, -9.16], [3.78, 3.83, -8.07], [-0.25, 0.90, -5.23], [2.83, -0.32, -4.43], [0.48, -0.18, -2.39], [0.13, -2.34, -4.47], [-0.09, -4.49, -4.45], [1.66, -3.62, -2.90], [-2.79, 2.93, 9.09], [-0.89, -2.68, -5.38], [0.59, -3.48, -3.92], [-0.45, 3.93, 9.20], [-1.01, -4.02, -5.37], [-1.78, 3.85, 8.67], [-3.48, 2.66, 8.29], [1.42, -4.41, -2.20], [-0.54, 4.81, 9.89], [2.61, -3.86, -3.38], [-3.43, 3.57, 9.75], [-1.66, -4.68, -5.92], [-2.44, 2.08, 9.67], [-0.12, 3.07, 9.77], [0.27, 4.29, 8.47], [-2.07, 4.61, 7.95], [1.79, -2.70, -2.33], [0.05, -5.46, -4.21], [-1.42, -1.94, -5.95]]}